# 1
{"formula": "C4H8O2", "method": "ωB97M-V/def2-TZVPD", "e_homo_ev": -8.838, "fmax_ev_per_a": 1.5, "e_above_lowest_kcal_mol": 70.2, "gap_ev": 9.9, "energy_ha": -307.600510, "elements": ["C", "O", "C", "C", "C", "O", "H", "H", "H", "H", "H", "H", "H", "H"], "positions_angstrom": [[1.97671, -0.02112, -0.36889], [0.84266, -0.78496, -0.00066], [-0.24269, -0.62989, -0.80035], [-1.40231, -1.22912, -0.54825], [-0.61178, 2.25246, 0.37502], [-1.61098, 2.71368, 0.65680], [2.80301, -0.37062, 0.25293], [2.22464, -0.17424, -1.42686], [1.81102, 1.04656, -0.18639], [-0.09834, 0.02147, -1.66440], [-2.24014, -1.09573, -1.22204], [-1.51985, -1.86884, 0.31950], [-0.83687, -0.02146, 2.15273], [-1.37405, 0.09547, 2.65309]], "forces_ev_per_angstrom": [[0.220, 0.117, -0.044], [-0.153, -0.040, 0.038], [-0.243, -0.039, -0.092], [0.165, 0.027, -0.062], [-1.304, 0.694, 0.392], [1.262, -0.594, -0.369], [-0.105, 0.057, -0.124], [0.009, -0.004, 0.146], [0.013, -0.156, -0.033], [-0.016, -0.120, 0.117], [0.142, 0.010, 0.090], [-0.011, 0.071, -0.096], [-0.017, -0.025, 0.041], [0.037, 0.001, -0.004]], "lowdin_charge": [-0.1022, -0.1706, -0.3100, 0.0030, 0.0135, 0.0357, 0.0911, 0.0900, 0.0601, 0.1136, 0.0518, 0.0568, 0.0183, 0.0487]}

# 2
{"formula": "C35H52BrClN4OPSV", "method": "ωB97M-V/def2-TZVPD", "e_homo_ev": [-2.669, -2.758], "multiplicity": 2, "s_squared": 0.7765, "fmax_ev_per_a": 1.2, "e_above_lowest_kcal_mol": 10.9, "gap_ev": [5.1, 5.2], "total_charge": -1, "energy_ha": -6377.080272, "elements": ["V", "Br", "C", "C", "C", "C", "C", "C", "N", "C", "C", "C", "C", "C", "C", "N", "H", "H", "H", "H", "H", "H", "H", "H", "H", "C", "C", "C", "C", "N", "C", "S", "N", "C", "C", "C", "C", "H", "H", "H", "H", "H", "H", "H", "H", "H", "H", "H", "H", "H", "H", "H", "H", "H", "H", "H", "H", "C", "C", "C", "C", "P", "C", "C", "C", "C", "C", "C", "C", "C", "C", "C", "H", "H", "H", "H", "H", "H", "H", "H", "H", "H", "H", "H", "H", "H", "H", "H", "H", "H", "H", "H", "H", "H", "H", "O", "Cl"], "positions_angstrom": [[-0.76606, 0.75265, -0.78065], [6.71994, 1.54011, 1.62939], [4.91169, 1.04137, 1.28216], [4.38126, -0.09549, 1.85271], [3.06733, -0.46610, 1.59662], [2.21115, 0.29327, 0.75288], [2.80796, 1.46273, 0.21053], [4.11378, 1.82641, 0.45998], [0.91977, -0.04180, 0.41114], [0.49379, -1.28045, 0.92674], [-0.73081, -1.77872, 0.65123], [-1.24915, -3.03305, 1.15648], [-2.48981, -3.45169, 0.82972], [-3.31294, -2.66036, -0.04194], [-2.79655, -1.47933, -0.49188], [-1.57261, -1.01666, -0.16747], [4.99030, -0.70931, 2.50496], [2.73196, -1.36832, 2.08117], [2.18602, 2.09278, -0.40575], [4.51303, 2.72967, 0.01528], [1.12698, -1.87268, 1.56799], [-0.61006, -3.61526, 1.81164], [-2.86547, -4.39053, 1.22184], [-4.30720, -2.97048, -0.32793], [-3.36188, -0.82508, -1.14652], [4.42759, -1.45683, -4.14974], [5.05560, -2.35756, -3.08892], [4.05531, -3.10230, -2.20473], [3.31172, -2.23054, -1.19130], [2.34754, -1.31760, -1.77414], [1.14061, -1.63513, -2.24345], [0.18550, -0.38452, -2.92542], [0.74891, -2.90981, -2.17891], [-0.54557, -3.42992, -2.59570], [-0.37492, -4.59805, -3.55994], [0.33338, -4.22782, -4.86193], [-0.44503, -3.22444, -5.70615], [5.18555, -1.09944, -4.84879], [3.93980, -0.58211, -3.72338], [3.67199, -1.99943, -4.72334], [5.72740, -1.77266, -2.45232], [5.68065, -3.10228, -3.58997], [4.58669, -3.87003, -1.63395], [3.33669, -3.62861, -2.84202], [4.01658, -1.61704, -0.62789], [2.80407, -2.85208, -0.44455], [2.55783, -0.33211, -1.81090], [1.33161, -3.54748, -1.65922], [-1.08472, -2.60287, -3.05014], [-1.11039, -3.73519, -1.71607], [-1.37024, -4.99651, -3.78013], [0.17485, -5.40242, -3.05714], [0.50791, -5.13995, -5.44007], [1.32098, -3.81682, -4.62941], [-1.44757, -3.59981, -5.92776], [0.05832, -3.03526, -6.65581], [-0.54763, -2.26700, -5.19369], [-0.64746, 0.57061, 3.45006], [-2.03068, 1.15836, 3.14861], [-3.02623, 0.01756, 2.91455], [-2.43044, 1.93500, 4.41136], [-1.84286, 2.15647, 1.55699], [-0.83186, 3.56511, 2.16016], [-1.26416, 4.58907, 3.00704], [-0.39461, 5.58614, 3.41938], [0.93186, 5.57299, 3.00322], [1.37791, 4.55868, 2.17398], [0.49954, 3.56852, 1.75263], [-3.54168, 2.88053, 1.11494], [-4.48996, 3.27379, 2.25389], [-3.24939, 4.11976, 0.25456], [-4.29374, 1.86601, 0.23983], [-0.72737, -0.07258, 4.33291], [0.07395, 1.36030, 3.67268], [-0.26855, -0.02430, 2.62604], [-2.98711, -0.65913, 3.77412], [-2.78485, -0.56102, 2.02051], [-4.05159, 0.37903, 2.82345], [-2.52003, 1.20744, 5.22501], [-3.38070, 2.45601, 4.33288], [-1.66136, 2.65238, 4.69627], [-2.28465, 4.61558, 3.35685], [-0.75258, 6.37315, 4.07241], [1.61084, 6.35170, 3.32908], [2.40792, 4.52747, 1.84108], [0.84806, 2.78346, 1.09706], [-4.08219, 4.01389, 2.93853], [-4.81792, 2.41006, 2.83152], [-5.38028, 3.71717, 1.79522], [-2.79895, 4.92565, 0.83299], [-4.19257, 4.48162, -0.16720], [-2.57463, 3.87196, -0.56948], [-4.49674, 0.93419, 0.76891], [-3.70673, 1.67858, -0.65240], [-5.25181, 2.31201, -0.04770], [-2.05314, 1.18976, -1.58927], [0.37329, 2.84695, -1.51609]], "forces_ev_per_angstrom": [[0.002, 1.008, -0.655], [-0.015, -0.010, -0.006], [0.034, 0.014, -0.020], [-0.023, 0.002, 0.011], [-0.024, 0.030, 0.082], [0.017, 0.141, -0.093], [-0.142, -0.140, 0.084], [0.030, 0.032, -0.011], [0.108, -0.283, 0.570], [0.168, -0.264, -0.107], [-0.228, -0.079, -0.107], [0.076, -0.052, 0.051], [0.017, -0.060, 0.000], [0.058, 0.102, -0.049], [-0.096, -0.083, -0.017], [0.277, 0.278, 0.089], [-0.010, -0.004, 0.006], [-0.017, 0.012, 0.031], [0.091, 0.032, -0.181], [-0.014, 0.002, -0.012], [-0.017, -0.018, 0.035], [-0.032, -0.017, 0.011], [0.004, 0.005, 0.011], [-0.001, -0.002, -0.002], [-0.004, -0.024, 0.003], [0.007, 0.025, -0.015], [-0.018, -0.004, 0.004], [-0.010, 0.006, 0.022], [-0.013, 0.060, 0.020], [0.026, -0.221, -0.418], [0.102, 0.144, 0.171], [-0.087, 0.055, 0.059], [0.004, -0.087, -0.072], [0.046, 0.068, -0.008], [0.004, 0.025, -0.015], [-0.006, -0.007, 0.002], [-0.002, 0.009, -0.003], [0.003, -0.006, 0.000], [-0.008, -0.011, 0.014], [-0.001, -0.004, -0.004], [-0.001, 0.003, -0.006], [0.008, -0.001, 0.005], [0.010, 0.001, -0.009], [-0.012, -0.012, -0.007], [-0.007, -0.041, -0.030], [0.001, 0.011, 0.023], [-0.031, 0.015, 0.143], [0.016, 0.026, 0.030], [-0.027, -0.002, -0.009], [-0.045, -0.016, 0.124], [0.002, -0.009, -0.007], [-0.007, 0.002, -0.002], [-0.002, 0.002, 0.004], [-0.001, -0.005, 0.000], [-0.001, 0.005, 0.002], [0.003, -0.007, 0.006], [-0.001, 0.002, -0.002], [-0.018, 0.032, -0.008], [0.044, 0.061, 0.117], [0.061, -0.033, -0.028], [-0.060, -0.030, -0.059], [-0.294, -0.170, 0.098], [0.078, -0.016, -0.094], [0.008, 0.017, -0.057], [0.001, -0.005, 0.002], [-0.011, 0.005, 0.009], [0.018, -0.043, -0.014], [0.008, -0.086, 0.092], [0.030, 0.149, 0.134], [0.017, 0.055, -0.070], [0.001, -0.140, -0.075], [0.123, 0.246, 0.114], [0.014, -0.001, 0.002], [0.017, -0.007, -0.016], [0.030, -0.050, -0.045], [-0.016, -0.023, -0.023], [-0.002, 0.032, 0.049], [0.012, 0.002, 0.020], [0.008, 0.025, 0.023], [-0.002, -0.014, 0.011], [-0.003, 0.005, -0.009], [-0.030, 0.010, 0.002], [0.000, 0.000, -0.003], [0.000, 0.001, -0.003], [0.002, 0.003, 0.005], [-0.006, 0.067, 0.027], [0.021, 0.021, 0.010], [-0.006, 0.005, -0.018], [-0.012, -0.007, 0.022], [-0.005, 0.017, 0.008], [0.017, 0.006, -0.027], [0.006, 0.021, 0.006], [0.042, -0.042, -0.085], [-0.225, -0.220, -0.041], [-0.013, -0.028, 0.001], [0.173, -0.317, 0.031], [-0.242, -0.191, 0.147]], "lowdin_charge": [0.4349, 0.6443, -0.7280, -0.1659, -0.0615, -0.3191, -0.0900, -0.1431, -0.0753, -0.2218, -0.3378, -0.0684, -0.1342, -0.1267, -0.1947, -0.0663, 0.0926, 0.0811, -0.0244, 0.0975, 0.0815, 0.1004, 0.0879, 0.0751, 0.1021, -0.1030, -0.2558, -0.1976, -0.1745, 0.0175, -0.7441, 0.6994, 0.0471, -0.1979, -0.1970, -0.2657, -0.1063, 0.0673, 0.0638, 0.0699, 0.1078, 0.0990, 0.1095, 0.0969, 0.1190, 0.1164, 0.1097, 0.1305, 0.0738, 0.1075, 0.1125, 0.1060, 0.0995, 0.0873, 0.0740, 0.0680, 0.0407, -0.0927, -0.6661, -0.0818, -0.0935, 1.1742, -0.3440, -0.1113, -0.0925, -0.0949, -0.0649, -0.1166, -0.6662, -0.1004, -0.0935, -0.1068, 0.0880, 0.0824, 0.0418, 0.0870, 0.0588, 0.0624, 0.0834, 0.0512, 0.0711, 0.0809, 0.0957, 0.0955, 0.1036, 0.0200, 0.0547, 0.0630, 0.0819, 0.0690, 0.0841, 0.0707, 0.0668, 0.0299, 0.0843, -0.4767, -0.0202]}

# 3
{"formula": "C20H55N5O5", "method": "ωB97M-V/def2-TZVPD", "e_homo_ev": -9.031, "fmax_ev_per_a": 3.1, "e_above_lowest_kcal_mol": 42.7, "gap_ev": 9.7, "smiles": "COC[C@H](C)N.COC[C@H](C)N.COC[C@H](C)N.COC[C@H](C)N.COC[C@H](C)N", "energy_ha": -1444.827130, "elements": ["C", "O", "C", "C", "C", "N", "H", "H", "H", "H", "H", "H", "H", "H", "H", "H", "H", "C", "O", "C", "C", "C", "N", "H", "H", "H", "H", "H", "H", "H", "H", "H", "H", "H", "C", "O", "C", "C", "C", "N", "H", "H", "H", "H", "H", "H", "H", "H", "H", "H", "H", "C", "O", "C", "C", "C", "N", "H", "H", "H", "H", "H", "H", "H", "H", "H", "H", "H", "C", "O", "C", "C", "C", "N", "H", "H", "H", "H", "H", "H", "H", "H", "H", "H", "H"], "positions_angstrom": [[-0.49325, -2.96258, -3.09359], [-1.59477, -2.16735, -3.57199], [-1.22416, -0.86662, -4.07066], [-0.46872, -1.00916, -5.37788], [-0.26187, 0.32901, -6.11737], [-1.28042, -1.80153, -6.38795], [0.15995, -2.40430, -2.42090], [-0.00959, -3.32574, -3.99909], [-0.91110, -3.76148, -2.48455], [-2.25040, -0.49285, -4.03743], [-0.59460, -0.26580, -3.40052], [0.52259, -1.43189, -5.19754], [-0.28099, 1.10571, -5.33783], [-1.05275, 0.58398, -6.81632], [0.72926, 0.42648, -6.55899], [-0.89416, -1.61079, -7.30554], [-0.99373, -2.76318, -6.19536], [-3.44149, 1.17616, -0.14391], [-2.33189, 0.80497, 0.63478], [-1.89689, 1.77916, 1.57434], [-2.60356, 1.56419, 2.90531], [-2.15888, 2.60853, 3.93245], [-2.20086, 0.23905, 3.40253], [-3.18844, 1.94269, -0.87871], [-4.33095, 1.41275, 0.45221], [-3.74468, 0.24765, -0.63414], [-0.82984, 1.82867, 1.71918], [-2.19538, 2.75847, 1.18218], [-3.69091, 1.58648, 2.77367], [-2.18989, 3.58621, 3.44715], [-1.12693, 2.38294, 4.20663], [-2.73394, 2.59780, 4.85649], [-2.43680, -0.46130, 2.69370], [-2.86869, -0.11057, 4.09245], [2.28649, -4.27749, 0.15964], [1.32394, -5.29273, 0.27512], [0.59364, -5.21656, 1.46277], [-0.60271, -6.14414, 1.51820], [-1.31374, -6.12581, 2.89413], [-0.24489, -7.52039, 1.19492], [1.87720, -3.33667, -0.20699], [2.98575, -4.60645, -0.61879], [2.99778, -4.24653, 0.99102], [1.22316, -5.37778, 2.35393], [0.20342, -4.19235, 1.59443], [-1.30168, -5.74067, 0.78184], [-1.40429, -5.16396, 3.39122], [-0.97813, -6.95072, 3.52065], [-2.32725, -6.43980, 2.62725], [0.20718, -7.55206, 0.28698], [0.44552, -7.91576, 1.82377], [-0.18606, 2.68060, -2.39479], [0.81026, 1.67658, -2.27560], [1.31749, 1.58839, -0.93937], [2.61807, 0.74330, -0.90693], [2.30395, -0.62564, -1.50782], [2.99321, 0.61156, 0.51083], [-0.85225, 2.33060, -3.18252], [0.25832, 3.64916, -2.64360], [-0.72674, 2.79760, -1.44982], [1.50465, 2.61394, -0.59150], [0.50034, 1.20829, -0.30936], [3.24360, 1.40886, -1.50350], [1.80948, -0.52714, -2.47156], [1.63706, -1.17972, -0.84283], [3.21930, -1.21583, -1.56656], [3.07810, 1.54534, 0.90151], [2.12399, 0.25481, 0.90078], [-0.36649, 5.67213, 0.96488], [0.16220, 4.60432, 1.67141], [1.54451, 4.65594, 2.00662], [1.73277, 3.72104, 3.18015], [3.07106, 3.95202, 3.92435], [1.45517, 2.34514, 2.80788], [-1.39830, 5.43425, 0.69310], [0.13344, 5.85498, 0.00260], [-0.40285, 6.62595, 1.50665], [2.16268, 4.46923, 1.12287], [1.76477, 5.65819, 2.39371], [1.07393, 4.08700, 3.98125], [3.65845, 3.04408, 3.75255], [2.96869, 4.11024, 4.99348], [3.60915, 4.78451, 3.47128], [0.58521, 2.27757, 2.30922], [1.49018, 1.71682, 3.59770]], "forces_ev_per_angstrom": [[-1.083, 0.551, -0.439], [1.106, -0.072, 1.121], [-0.580, -1.254, 0.380], [-1.433, 0.940, -2.595], [0.466, 0.898, 1.926], [1.250, -0.752, 1.430], [0.244, 0.214, -0.303], [0.664, -0.424, 0.416], [-0.060, -0.236, -0.317], [0.378, 1.026, -1.095], [-0.058, -0.298, 0.378], [-0.103, -0.208, 0.190], [0.057, 0.198, -0.270], [-0.060, -0.290, -0.099], [-0.129, -0.228, -0.311], [0.045, 0.075, -0.046], [-0.696, -0.133, -0.291], [-0.388, -1.018, 0.094], [1.037, -0.152, 0.296], [-1.937, 0.758, -0.201], [0.349, -0.448, 0.864], [0.185, -0.107, -0.619], [-0.739, -1.224, -0.145], [-0.149, 0.131, 0.063], [0.235, 0.580, 0.125], [0.200, 0.203, -0.417], [0.134, -0.704, -0.352], [0.149, 0.194, 0.106], [-0.010, 0.326, -0.254], [-0.040, 0.180, 0.360], [0.056, 0.118, -0.063], [-0.231, 0.027, -0.132], [0.593, 0.382, -0.475], [0.275, 0.698, 0.530], [1.285, -0.906, -1.144], [-0.189, -0.383, -0.048], [-0.318, 1.173, 1.300], [0.718, 0.105, 0.381], [-0.787, -0.725, -1.277], [-0.271, -0.310, -0.606], [-0.099, 0.234, 0.664], [-0.352, -0.023, -0.334], [-0.678, 0.563, 0.585], [0.250, -0.221, -0.183], [0.056, 0.039, -0.076], [-0.086, -0.458, -0.207], [0.403, 0.018, 0.069], [0.474, 0.392, 0.294], [-0.144, 0.128, 0.305], [-0.158, 0.079, -0.067], [-0.111, 0.293, 0.333], [0.306, -0.473, 0.075], [0.138, 0.105, 0.285], [-0.427, 0.294, -0.684], [-2.275, 0.807, 0.212], [0.689, 0.221, 0.216], [0.111, -0.029, -0.847], [-0.167, 0.341, 0.002], [-0.013, 0.001, -0.120], [-0.200, -0.082, -0.075], [0.299, -0.041, 0.158], [0.199, -0.371, 0.157], [0.914, -0.735, 0.080], [0.190, -0.052, -0.091], [-0.130, 0.191, 0.092], [-0.014, -0.040, -0.272], [0.029, -0.084, 0.207], [0.297, -0.090, 0.598], [-0.423, 0.599, -0.995], [0.033, -0.723, 0.214], [-0.696, 0.724, 0.544], [-0.057, 0.620, 1.386], [0.464, -1.107, -1.366], [1.080, 0.298, -0.105], [0.029, -0.159, 0.215], [0.259, -0.053, 0.134], [0.274, -0.151, 0.259], [0.122, -0.257, 0.071], [0.139, 0.103, -0.216], [-0.894, -0.028, -0.588], [0.324, 0.196, 0.203], [-0.159, 0.026, -0.022], [0.115, 0.049, 0.178], [-0.030, 0.003, 0.278], [-0.247, -0.053, -0.029]], "lowdin_charge": [-0.0794, -0.2075, -0.1942, -0.4067, -0.0644, 0.0380, 0.0667, 0.0787, 0.0852, 0.1355, 0.1042, 0.1266, 0.0598, 0.0770, 0.0749, 0.0547, 0.0598, -0.1057, -0.1952, -0.2046, -0.4307, -0.0543, 0.0318, 0.0835, 0.0868, 0.0935, 0.0823, 0.1212, 0.1316, 0.0755, 0.0644, 0.0753, 0.0696, 0.0743, -0.1100, -0.1791, -0.2531, -0.4386, -0.0573, 0.0359, 0.0673, 0.0892, 0.0951, 0.1307, 0.1267, 0.1346, 0.0732, 0.0710, 0.0729, 0.0672, 0.0726, -0.0955, -0.2154, -0.2108, -0.4084, -0.0593, 0.0427, 0.0769, 0.0890, 0.0742, 0.1129, 0.1184, 0.1413, 0.0621, 0.0604, 0.0809, 0.0419, 0.0556, -0.1320, -0.2123, -0.1891, -0.4362, -0.0468, 0.0725, 0.0835, 0.0885, 0.0900, 0.1280, 0.1255, 0.1267, 0.0751, 0.0714, 0.0709, 0.0196, 0.0912]}